# C59H52MoN3O2P2

A molecular structure, C59H52MoN3O2P2 in a non-equilibrium geometry (wB97M-V/def2-TZVPD, OMol25).

Properties
Largest force on an atom ... 4.16 eV/A
Highest occupied orbital energy (alpha / beta) ... -14.58 / -14.56 eV
LUMO level (alpha / beta) ... -8.53 / -9.25 eV
Expectation value of S² ... 2.0547

The geometry in ORCA input format:
```
! wB97M-V def2-TZVPD RIJCOSX def2/J DEFGRID3
* xyz 3 3
Mo -0.202 0.893 0.058
C 1.399 -0.374 3.047
N 2.604 0.354 2.836
C 3.146 0.427 1.493
P 2.053 -0.020 0.072
C 3.167 0.480 -1.265
C 2.899 1.611 -2.034
C 3.826 2.040 -2.972
C 5.011 1.342 -3.146
C 5.271 0.204 -2.393
C 4.353 -0.232 -1.454
C 2.046 -1.830 -0.036
C 1.285 -2.354 -1.085
C 1.328 -3.706 -1.375
C 2.127 -4.549 -0.613
C 2.875 -4.037 0.437
C 2.841 -2.681 0.728
C 3.520 0.570 3.904
C 4.264 1.747 3.954
C 5.193 1.942 4.962
C 5.399 0.963 5.925
C 4.663 -0.211 5.877
C 3.726 -0.409 4.875
P -0.116 0.574 2.438
C -0.221 2.039 3.486
C 0.527 2.199 4.650
C 0.388 3.356 5.400
C -0.508 4.341 5.012
C -1.263 4.180 3.856
C -1.103 3.044 3.084
C -1.375 -0.613 2.970
C -1.999 -0.527 4.211
C -2.821 -1.562 4.637
C -3.012 -2.678 3.834
C -2.409 -2.755 2.584
C -1.595 -1.722 2.147
H 1.228 -0.563 4.107
H 1.360 -1.334 2.514
H 4.020 -0.231 1.386
H 3.506 1.439 1.281
H 1.970 2.151 -1.899
H 3.628 2.926 -3.561
H 5.736 1.682 -3.873
H 6.193 -0.343 -2.534
H 4.550 -1.130 -0.882
H 0.693 -1.684 -1.700
H 0.755 -4.103 -2.203
H 2.176 -5.604 -0.846
H 3.506 -4.694 1.021
H 3.459 -2.307 1.535
H 4.109 2.522 3.213
H 5.762 2.861 4.996
H 6.133 1.112 6.704
H 4.835 -0.991 6.606
H 3.193 -1.351 4.821
H 1.211 1.431 4.986
H 0.975 3.483 6.299
H -0.618 5.236 5.609
H -1.970 4.944 3.559
H -1.670 2.917 2.167
H -1.833 0.338 4.841
H -3.293 -1.506 5.608
H -3.623 -3.498 4.187
H -2.555 -3.630 1.964
H -1.105 -1.787 1.176
C -5.236 1.595 4.083
O -4.475 1.115 2.961
C -4.336 1.903 1.876
C -4.492 3.280 1.864
C -4.422 3.974 0.669
C -4.205 3.299 -0.524
C -3.999 1.931 -0.526
C -4.043 1.220 0.674
N -4.073 -0.184 0.801
C -3.945 -1.186 -0.024
C -3.389 -1.265 -1.350
C -4.112 -2.017 -2.297
C -3.729 -2.051 -3.618
C -2.574 -1.389 -4.026
C -1.807 -0.692 -3.109
C -2.191 -0.636 -1.772
O -1.375 -0.046 -0.875
H -6.008 2.292 3.763
H -4.576 2.062 4.814
H -5.707 0.722 4.527
H -4.703 3.815 2.780
H -4.584 5.043 0.656
H -4.225 3.836 -1.459
H -3.930 1.407 -1.468
H -4.429 -0.415 1.731
H -4.412 -2.093 0.347
H -5.016 -2.516 -1.975
H -4.336 -2.579 -4.340
H -2.269 -1.425 -5.063
H -0.903 -0.177 -3.415
N 0.537 2.512 0.210
C 0.657 3.784 -0.051
C 0.972 4.711 1.034
C 0.481 6.020 1.061
C 0.818 6.861 2.107
C 1.645 6.416 3.130
C 2.113 5.106 3.125
C 1.768 4.257 2.094
C 0.500 4.241 -1.451
C -0.143 3.440 -2.402
C -0.270 3.840 -3.717
C 0.276 5.051 -4.123
C 0.933 5.852 -3.201
C 1.049 5.457 -1.879
H -0.185 6.359 0.279
H 0.444 7.875 2.114
H 1.921 7.083 3.935
H 2.759 4.758 3.920
H 2.121 3.233 2.072
H -0.574 2.494 -2.086
H -0.802 3.218 -4.425
H 0.196 5.363 -5.154
H 1.367 6.791 -3.516
H 1.591 6.075 -1.178
*
```

***

# C59H56ClN3O7P

4 unconnected molecules or ions with the total composition C59H56ClN3O7P (wB97M-V/def2-TZVPD, OMol25).

Properties
Largest force on an atom ... 0.80 eV/A
Highest occupied orbital energy ... -10.95 eV
LUMO level ... -2.59 eV

The geometry in ORCA input format:
```
! wB97M-V def2-TZVPD RIJCOSX def2/J DEFGRID3
* xyz 1 1
C -0.283 -0.454 5.337
C -1.727 -0.352 5.835
P -3.062 -0.968 4.691
C -3.368 -2.680 5.326
C -4.860 -3.049 5.320
C -2.169 -0.981 3.088
C -1.945 0.187 2.452
C -2.360 1.586 2.749
C -3.419 2.002 1.733
C -4.825 2.185 2.216
N -2.992 2.161 0.549
N -1.229 -0.090 1.322
C -1.002 -1.387 1.215
C -0.244 -2.019 0.106
C -1.046 -2.411 -1.151
C -0.159 -2.513 -2.391
Cl -2.374 -1.238 -1.423
N -1.571 -1.958 2.271
C -1.596 -3.398 2.517
C -2.977 -3.985 2.264
C -3.321 -4.182 0.795
C -4.801 -4.470 0.604
O -5.613 -3.322 0.844
H -0.095 -1.439 4.910
H 0.413 -0.299 6.158
H -0.082 0.288 4.566
H -1.983 0.675 6.079
H -1.832 -0.971 6.726
H -3.030 -2.636 6.362
H -2.768 -3.452 4.860
H -5.085 -3.656 6.197
H -5.156 -3.606 4.436
H -5.472 -2.153 5.399
H -2.717 1.651 3.773
H -1.503 2.244 2.607
H -5.063 1.467 2.999
H -5.526 2.070 1.391
H -4.933 3.189 2.630
H -3.752 2.434 -0.074
H -0.980 0.621 0.647
H 0.259 -2.912 0.478
H 0.547 -1.323 -0.175
H -1.525 -3.367 -0.965
H -0.250 -3.500 -2.839
H 0.891 -2.362 -2.144
H -0.450 -1.782 -3.138
H -1.231 -3.576 3.525
H -0.872 -3.854 1.844
H -3.043 -4.934 2.799
H -3.723 -3.324 2.702
H -2.750 -5.015 0.377
H -3.070 -3.288 0.215
H -5.117 -5.225 1.326
H -4.998 -4.847 -0.400
H -5.091 -2.528 0.701
C -2.388 -4.413 -5.965
C -2.841 -4.467 -4.651
C -2.911 -5.679 -3.988
C -2.533 -6.848 -4.634
C -2.097 -6.798 -5.958
C -2.021 -5.577 -6.618
C -1.717 -8.044 -6.689
O -1.327 -7.997 -7.834
C -1.840 -9.338 -5.960
C -1.537 -10.516 -6.630
C -1.632 -11.730 -5.971
C -2.023 -11.773 -4.637
C -2.328 -10.602 -3.964
C -2.243 -9.382 -4.622
C -2.595 -8.138 -3.885
O -2.917 -8.160 -2.715
H -2.326 -3.463 -6.480
H -3.145 -3.561 -4.140
H -3.262 -5.736 -2.966
H -1.673 -5.555 -7.642
H -1.231 -10.469 -7.666
H -1.401 -12.647 -6.496
H -2.093 -12.722 -4.125
H -2.637 -10.622 -2.928
C 3.718 8.069 5.773
C 2.551 8.815 5.893
C 1.466 8.549 5.074
C 1.548 7.540 4.124
C 2.725 6.799 3.993
C 3.805 7.063 4.826
C 2.849 5.729 2.966
O 3.862 5.070 2.854
C 1.690 5.499 2.056
C 1.808 4.557 1.040
C 0.748 4.336 0.178
C -0.439 5.044 0.335
C -0.563 5.982 1.346
C 0.504 6.220 2.203
C 0.363 7.264 3.262
O -0.678 7.866 3.408
H 4.561 8.276 6.418
H 2.488 9.606 6.629
H 0.552 9.119 5.160
H 4.707 6.476 4.723
H 2.737 4.016 0.926
H 0.849 3.618 -0.625
H -1.268 4.861 -0.336
H -1.477 6.545 1.476
C 7.622 5.943 0.623
C 6.266 5.817 0.903
C 5.377 5.505 -0.110
C 5.833 5.319 -1.407
C 7.192 5.465 -1.692
C 8.084 5.772 -0.672
C 7.707 5.307 -3.082
O 8.887 5.423 -3.333
C 6.717 5.005 -4.157
C 7.161 4.899 -5.469
C 6.264 4.608 -6.482
C 4.918 4.415 -6.189
C 4.469 4.519 -4.884
C 5.364 4.820 -3.864
C 4.855 4.950 -2.469
O 3.684 4.755 -2.205
H 8.320 6.177 1.416
H 5.897 5.949 1.910
H 4.322 5.400 0.098
H 9.135 5.874 -0.907
H 8.211 5.049 -5.681
H 6.612 4.532 -7.503
H 4.220 4.185 -6.982
H 3.425 4.376 -4.642
*
```

***

# C59H64Cl2F6N10NiO4

A molecular structure, C59H64Cl2F6N10NiO4 in a non-equilibrium geometry (wB97M-V/def2-TZVPD, OMol25).

Properties
Largest force on an atom ... 4.20 eV/A
Highest occupied orbital energy (alpha / beta) ... -8.93 / -8.81 eV
Energy above the lowest of the compared OMol25 structures with the same formula, charge and spin ... 231.9 kJ/mol
LUMO level (alpha / beta) ... -0.08 / -0.06 eV
Expectation value of S² ... 2.0040

The geometry in ORCA input format:
```
! wB97M-V def2-TZVPD RIJCOSX def2/J DEFGRID3
* xyz 0 3
Ni -2.508 0.487 -0.323
C -2.261 2.410 -2.255
O -2.290 1.000 -2.405
O -2.764 2.456 -0.925
C -0.878 3.138 -2.624
F -0.782 3.070 -3.977
F -0.829 4.451 -2.338
F 0.223 2.554 -2.091
C -2.077 0.485 -3.671
C -2.561 -0.932 -3.656
H -2.260 -1.519 -2.789
H -3.650 -0.968 -3.678
H -2.233 -1.540 -4.499
H -1.042 0.542 -4.008
H -2.641 0.958 -4.475
H -2.982 2.783 -2.982
C 0.006 -0.682 0.357
O -0.287 0.755 0.331
O -1.205 -1.193 -0.158
C 1.290 -0.976 -0.445
F 1.290 -0.234 -1.605
F 2.350 -0.558 0.258
F 1.623 -2.252 -0.731
C 0.454 1.542 1.291
C -0.001 3.049 1.174
H -1.045 3.027 1.485
H 0.478 3.780 1.826
H 0.049 3.336 0.124
H 1.515 1.644 1.062
H 0.407 1.351 2.363
H 0.182 -1.055 1.366
N 6.114 3.080 -0.879
C 5.018 3.886 -0.977
C 3.718 3.421 -1.057
C 3.496 2.070 -1.175
C 4.612 1.212 -0.999
C 5.893 1.739 -0.883
H 5.205 4.934 -0.795
H 2.888 4.086 -1.247
H 2.474 1.727 -1.227
H 4.437 0.163 -0.815
H 6.739 1.070 -0.835
N -3.579 -5.111 -0.833
C -2.478 -4.755 -0.103
C -1.323 -5.493 0.019
C -1.278 -6.749 -0.670
C -2.431 -7.162 -1.326
C -3.571 -6.348 -1.375
H -2.490 -3.761 0.320
H -0.501 -5.164 0.637
H -0.389 -7.362 -0.654
H -2.482 -8.064 -1.917
H -4.447 -6.639 -1.936
N -1.213 -4.647 -4.938
C -0.981 -4.502 -3.653
C -0.235 -3.524 -2.998
C 0.421 -2.610 -3.838
C 0.262 -2.767 -5.253
C -0.560 -3.777 -5.753
H -1.398 -5.255 -3.001
H -0.156 -3.433 -1.924
H 0.825 -1.762 -3.305
H 0.700 -2.084 -5.966
H -0.735 -3.745 -6.819
N 3.606 -1.903 -4.223
C 4.267 -2.531 -3.253
C 5.678 -2.656 -3.243
C 6.427 -2.063 -4.266
C 5.745 -1.391 -5.252
C 4.333 -1.393 -5.265
H 3.649 -2.871 -2.435
H 6.218 -3.173 -2.463
H 7.505 -2.096 -4.215
H 6.242 -0.917 -6.086
H 3.837 -0.879 -6.075
N -4.329 -0.465 -0.716
C -5.512 0.254 -0.579
C -6.804 -0.239 -0.416
C -6.933 -1.579 -0.625
C -5.819 -2.432 -0.837
C -4.566 -1.804 -0.868
H -5.374 1.311 -0.405
H -7.612 0.422 -0.143
H -7.869 -2.116 -0.598
H -5.984 -3.487 -1.002
H -3.691 -2.336 -1.211
N -3.912 6.934 2.414
C -2.564 7.204 2.630
C -1.614 6.878 1.686
C -2.024 6.111 0.566
C -3.380 5.875 0.344
C -4.305 6.362 1.262
H -2.246 7.701 3.535
H -0.569 7.096 1.846
H -1.184 5.691 0.033
H -3.664 5.249 -0.490
H -5.347 6.181 1.042
N -3.053 0.821 1.737
C -2.830 -0.115 2.743
C -3.371 -0.033 4.060
C -4.138 1.093 4.452
C -4.389 2.007 3.446
C -3.772 1.865 2.188
H -2.403 -1.078 2.505
H -3.234 -0.815 4.792
H -4.509 1.277 5.450
H -4.922 2.923 3.655
H -3.869 2.744 1.568
N -0.451 4.861 6.609
C -0.096 3.581 6.922
C -0.226 2.514 6.007
C -0.887 2.745 4.815
C -1.366 4.056 4.535
C -1.174 5.028 5.483
H 0.502 3.498 7.819
H 0.125 1.509 6.194
H -1.111 1.977 4.090
H -1.922 4.236 3.626
H -1.445 6.022 5.158
N -0.015 -0.934 4.813
C -0.477 -2.005 5.427
C 0.330 -3.095 5.823
C 1.688 -3.042 5.508
C 2.189 -1.912 4.946
C 1.277 -0.892 4.597
H -1.525 -2.043 5.683
H -0.196 -3.846 6.395
H 2.414 -3.805 5.747
H 3.234 -1.801 4.696
H 1.547 0.002 4.055
N 6.075 -0.876 1.571
C 7.044 -1.368 0.789
C 7.018 -2.696 0.335
C 5.869 -3.485 0.677
C 4.807 -2.951 1.374
C 4.925 -1.596 1.774
H 7.838 -0.708 0.475
H 7.850 -3.081 -0.236
H 5.683 -4.504 0.373
H 3.895 -3.496 1.563
H 4.099 -1.147 2.306
C 2.627 1.521 -4.515
Cl 1.320 1.107 -5.687
Cl 2.635 3.258 -4.266
H 2.529 0.985 -3.571
H 3.529 1.182 -5.025
*
```

***

| no. | E (eV) |
| --- | --- |
| 1 | -91002.369 |
| 2 | -102702.480 |
| 3 | -167701.791 |